(1)
2 unconnected molecules or ions with the total composition C7H10FN3O4. Source: the Open Molecules 2025 dataset; level of theory: ωB97M-V/def2-TZVPD.

LUMO energy (spin up / spin down)	-1.3 / -0.8	eV
HOMO (spin up / spin down)	-7.82 / -8.36	eV

The geometry in XYZ format:
```
25
Properties=species:S:1:pos:R:3:nbo_charge:R:1
C -0.7235 2.5654 -0.9103 0.020
C 0.5633 2.0531 -1.0505 -0.159
C -0.1895 1.8644 1.0708 0.405
C -0.1772 -3.0147 -1.7139 -0.630
C 2.0519 0.9144 0.3937 -0.059
C -0.6480 -1.6319 -1.2910 0.096
C -0.5887 -1.3182 0.1813 0.747
N -1.1716 2.4623 0.4021 -0.446
N 0.9554 1.5764 0.1970 -0.300
N -0.2617 1.2804 2.2572 0.302
O -1.2740 0.6884 2.7019 -0.472
O 0.9667 1.0261 3.0104 -0.555
O -1.6544 -0.7068 0.5771 -0.676
O 0.3080 -1.6352 0.9682 -0.664
F -1.8458 -1.3261 -1.7906 -0.328
H -1.3350 2.9066 -1.6187 0.206
H 1.1772 2.1072 -1.8750 0.219
H 0.2944 -3.0101 -2.6829 0.207
H -1.0639 -3.7240 -1.8465 0.223
H 0.5721 -3.2316 -0.9758 0.239
H 2.5800 0.7794 -0.6429 0.195
H 2.2898 0.5174 1.3091 0.232
H 0.1019 -1.1418 -1.8691 0.181
H -1.5792 -0.2775 1.5777 0.507
H 0.6518 0.2764 3.6207 0.508
```



(2)
A molecular structure, C7H10FNTm. Source: the Open Molecules 2025 dataset; level of theory: ωB97M-V/def2-TZVPD.

LUMO energy (spin up / spin down)	3.3 / 3.3	eV
net charge	-1
spin multiplicity	3
HOMO (spin up / spin down)	-2.87 / -2.86	eV

The geometry in XYZ format:
```
20
Properties=species:S:1:pos:R:3:lowdin_spin:R:1
C -0.9143 1.0347 -1.1198 0.001
C 0.4676 0.9192 -1.4827 -0.001
C 1.1996 1.9165 -0.7678 -0.001
C 0.2666 2.6554 0.0370 -0.001
C -1.0349 2.0987 -0.1685 -0.001
Tm 0.3459 0.3243 0.9954 2.009
N -1.1639 -1.3289 0.9877 0.001
C -0.5113 -2.5138 0.5226 0.000
C 0.8889 -2.0156 0.1049 -0.006
H 2.2668 2.1227 -0.8732 0.000
H 0.8825 0.2192 -2.2071 0.000
H 0.5088 3.5233 0.6579 0.000
H -1.9689 2.4668 0.2602 0.000
H -1.7291 0.4323 -1.5230 0.000
H 1.0170 -2.0218 -0.9809 0.000
H -1.0484 -3.0058 -0.3172 0.000
H -2.1558 -1.4837 1.1740 0.000
H 1.6908 -2.5434 0.6210 0.000
H -0.4005 -3.2327 1.3662 0.000
F 1.3926 0.4324 2.7133 -0.001
```



(3)
A molecular structure, C7H10N. Source: the Open Molecules 2025 dataset; level of theory: ωB97M-V/def2-TZVPD.

LUMO energy (spin up / spin down)	-5.6 / -5.6	eV
net charge	+1
HOMO (spin up / spin down)	-13.66 / -13.66	eV

The geometry in XYZ format:
```
18
Properties=species:S:1:pos:R:3:nbo_charge:R:1
C -0.6774 -0.9490 0.8701 -0.140
C 0.0674 -0.2504 -0.0250 0.209
C -3.2331 -0.4446 0.4972 -0.363
C -1.2597 0.9940 -1.7778 0.049
C -1.8998 -0.3809 0.3350 0.133
C 2.2438 0.5770 0.8703 -0.594
C 1.4878 -0.0482 -0.3084 -0.472
N -1.0416 0.2302 -0.7524 -0.257
H -0.6735 -1.6566 1.6322 0.261
H -3.9050 -0.0569 -0.2856 0.237
H -3.6194 -0.8415 1.4193 0.258
H -0.6190 1.8505 -2.0106 0.263
H -2.4094 0.9268 -1.9188 0.238
H 1.8840 -0.0685 1.6275 0.206
H 2.1091 1.6162 1.1324 0.231
H 3.3400 0.2985 0.8499 0.241
H 2.0063 -1.0417 -0.4576 0.273
H 1.5757 0.5868 -1.2923 0.226
```



(4)
A gas-phase ion, C7H10N (charge +1). Source: the Open Molecules 2025 dataset; level of theory: ωB97M-V/def2-TZVPD.

LUMO energy	-6.2	eV
net charge	+1
HOMO	-13.97	eV

The geometry in XYZ format:
```
18
Properties=species:S:1:pos:R:3:nbo_charge:R:1
C -0.2575 0.1300 1.4398 0.384
C -0.9216 0.5529 -3.7970 0.024
C -0.0241 0.3374 2.7016 -0.246
C -0.2590 -0.9300 -2.1868 -0.363
C 0.0321 -0.9586 -0.6990 0.185
C -0.4363 0.0881 0.0646 -0.427
C 1.2011 1.0050 3.3667 -0.611
N -0.9345 0.2770 -2.5804 -0.425
H -1.3596 1.4900 -4.1648 0.200
H -0.3274 0.0070 -4.3972 0.149
H -0.6020 -0.1504 3.4983 0.305
H 0.6117 -1.3324 -2.7308 0.246
H -0.9258 -1.7627 -2.3590 0.276
H 0.6794 -1.8220 -0.3352 0.251
H -1.0487 0.8233 -0.4131 0.297
H 1.5147 1.6798 2.5775 0.234
H 2.0676 0.3810 3.3736 0.258
H 0.8598 1.4765 4.3310 0.263
```



(5)
A single C7H10N2 molecule. Source: the Open Molecules 2025 dataset; level of theory: ωB97M-V/def2-TZVPD.

LUMO energy (spin up / spin down)	0.1 / -0.3	eV
HOMO (spin up / spin down)	-7.58 / -8.08	eV

The geometry in XYZ format:
```
19
Properties=species:S:1:pos:R:3:nbo_charge:R:1
C -2.8392 -0.6178 0.0418 0.182
C 0.5995 -1.3421 -0.8909 -0.470
C 0.4849 0.5596 1.0370 -0.206
C -1.7657 -0.1841 0.8001 -0.143
C 1.1035 -0.6714 0.3106 -0.272
C 0.4908 -1.9436 0.3755 -0.137
C -1.0678 1.5452 -0.6473 -0.422
N -3.8586 -1.0734 -0.3311 -0.306
N -0.8212 0.7788 0.5284 -0.384
H -0.2296 -0.7643 -1.2972 0.209
H 1.3436 -1.5843 -1.7262 0.214
H 0.5880 0.1611 1.9996 0.226
H 1.1900 1.3269 0.6811 0.215
H -1.9563 -0.2937 1.8433 0.218
H 2.1409 -0.6376 0.4249 0.214
H 0.1834 -2.9081 0.7328 0.229
H -2.1441 1.7926 -0.5318 0.224
H -0.4901 2.5002 -0.5801 0.210
H -0.8090 1.1475 -1.7378 0.198
```



(6)
2 unconnected molecules or ions with the total composition C7H10N2. Source: the Open Molecules 2025 dataset; level of theory: ωB97M-V/def2-TZVPD.

LUMO energy (spin up / spin down)	0.0 / -0.4	eV
HOMO (spin up / spin down)	-8.84 / -8.58	eV

The geometry in XYZ format:
```
19
Properties=species:S:1:pos:R:3:nbo_charge:R:1
C -0.9997 0.7595 0.0492 -0.020
C -2.2777 1.4491 0.2172 -0.141
C -1.3687 -0.5952 -0.1312 0.032
C 1.6634 0.6641 -0.0802 0.204
C -0.6271 -1.8578 -0.3334 -0.663
C 2.1835 0.1821 -1.2448 -0.528
C 2.2279 1.1598 1.2044 -0.747
N -3.2576 0.5530 0.0458 -0.266
N -2.7192 -0.6313 -0.1354 -0.328
H -0.2629 -2.1285 -1.3408 0.227
H 0.2631 -1.6538 0.2619 0.243
H -1.1435 -2.6557 0.1987 0.219
H 1.5941 -0.3977 -1.9290 0.219
H 3.2252 0.3045 -1.4949 0.214
H -2.4918 2.5008 0.2908 0.217
H 2.8136 2.1137 1.2595 0.237
H 2.9139 0.4842 1.5838 0.228
H 1.4393 1.2606 1.9717 0.248
H -3.1756 -1.5114 -0.3934 0.404
```



Computed values of max |F| (unit: eV/Å) for the preceding records, in sequence: 5.76; 3.91; 4.41; 3.81; 4.31; 3.31.
Computed values of DFT total energy (unit: eV) for the preceding records, in sequence: -22792.453; -41160.315; -8900.504; -8900.103; -10395.174; -10395.048.